# 1
A structure of composition C6H7NO. Source: the Open Molecules 2025 dataset; level of theory: ωB97M-V/def2-TZVPD.

Geometry as XYZ:
```
15
C6H7NO, DFT ωB97M-V/def2-TZVPD
C 2.330 0.717 0.020
C 1.392 -0.436 -0.038
C -0.080 -0.292 0.005
C -0.772 0.914 -0.118
C -2.196 0.530 -0.058
C -2.200 -0.870 -0.013
H 2.026 1.436 1.127
H 3.327 0.339 -0.040
H 2.267 1.529 -0.724
H -0.392 1.915 -0.231
H -3.006 1.167 -0.093
H -3.140 -1.532 0.172
H -0.544 -2.474 0.137
N -0.883 -1.316 -0.022
O 1.872 -1.627 -0.124
```

- energy (hartree) = -362.75216
- molar mass (g mol⁻¹) = 109.13
- HOMO (eV) = -8.68
- LUMO level (hartree) = 0.0155
- ΔE to the lowest compared entry with this formula, charge and spin (kcal/mol) = 38.48



# 2
An isolated molecule of C6H7NO. Source: the Open Molecules 2025 dataset; level of theory: ωB97M-V/def2-TZVPD.

Geometry as XYZ:
```
15
C6H7NO, DFT ωB97M-V/def2-TZVPD
C -0.134 -1.483 -1.572
C -0.554 -0.446 -0.435
C 0.447 -0.692 0.561
C 0.157 0.311 1.766
C 0.126 1.713 1.499
C 0.338 1.743 -0.016
O -0.110 2.643 -0.859
N 0.821 0.394 -0.485
H -0.268 -0.986 -2.527
H -0.669 -2.642 -1.831
H 0.829 -1.704 -1.340
H -1.490 0.048 -0.418
H 1.086 -1.595 0.952
H -0.281 -0.063 2.728
H -0.299 2.757 1.976
```

- energy (hartree) = -362.63040
- molar mass (g mol⁻¹) = 109.13
- HOMO (eV) = -9.81
- LUMO level (hartree) = 0.0014
- ΔE to the lowest compared entry with this formula, charge and spin (kcal/mol) = 114.88



# 3
A structure of composition C6H7NO. Source: the Open Molecules 2025 dataset; level of theory: ωB97M-V/def2-TZVPD.

Geometry as XYZ:
```
15
C6H7NO, DFT ωB97M-V/def2-TZVPD
C -0.076 -1.881 -0.461
C -0.038 -0.413 0.032
C -0.412 1.468 0.529
C 0.672 1.627 -0.492
C 0.950 0.409 -0.807
C 0.237 0.299 1.336
H -0.716 -2.297 0.313
H -0.566 -2.045 -1.436
H 0.882 -2.324 -0.435
H -2.071 0.008 0.476
H -0.801 2.311 0.995
H 1.030 2.549 -0.865
H 1.603 -0.219 -1.554
N -1.284 0.425 -0.141
O 0.589 0.083 2.512
```

- energy (hartree) = -362.70247
- molar mass (g mol⁻¹) = 109.13
- HOMO (eV) = -9.72
- LUMO level (hartree) = 0.0359
- ΔE to the lowest compared entry with this formula, charge and spin (kcal/mol) = 69.66



# 4
A structure of composition C6H7NO. Source: the Open Molecules 2025 dataset; level of theory: ωB97M-V/def2-TZVPD.

Geometry as XYZ:
```
15
C6H7NO, DFT ωB97M-V/def2-TZVPD
C 1.034 -1.295 0.862
C 0.637 -1.242 -0.625
C -1.765 0.176 1.388
C 0.871 -0.012 1.017
C 0.529 0.067 -0.505
C 0.382 1.213 -1.415
N -1.562 0.145 0.217
O -2.155 0.498 2.406
H 1.462 -2.109 1.488
H 0.144 -1.929 -1.325
H 0.690 0.825 1.736
H -0.414 1.087 -2.213
H 1.315 1.183 -1.952
H 0.337 2.091 -0.800
H -1.506 -0.699 -0.280
```

- energy (hartree) = -362.56540
- molar mass (g mol⁻¹) = 109.13
- HOMO (spin up / spin down) (eV) = -5.72 / -9.90
- expectation value of S² = 2.00
- 2S+1 = 3
- LUMO level (spin up / spin down) (hartree) = 0.0291 / -0.0361
- ΔE to the lowest compared entry with this formula, charge and spin (kcal/mol) = 41.73